{
  "formula": "C4H4N2O2",
  "method": "ωB97M-V/def2-TZVPD",
  "homo_lumo_gap_ev": 9.3,
  "max_force_ev_per_a": 10.2,
  "charge": 0,
  "homo_energy_ev": -8.8,
  "multiplicity": 1,
  "relative_energy_kcal_mol": 75.7,
  "elements": ["C", "C", "C", "C", "H", "H", "H", "H", "N", "N", "O", "O"],
  "xyz": [[2.0833, 0.3111, 0.2486], [-0.3077, -0.1688, -0.1166], [-1.9966, 0.9469, -0.1041], [-2.3750, -0.3524, 0.1400], [1.7748, 1.3483, 0.6156], [1.0812, -1.7091, -0.1184], [-2.9897, 1.4903, -0.4671], [-3.3670, -0.7936, 0.2778], [1.0508, -0.6092, -0.1656], [-0.7452, 1.0632, 0.0074], [3.3128, 0.1082, -0.0830], [-1.1956, -1.1000, 0.0569]],
  "forces_ev_per_a": [[4.31, -0.85, -3.10], [3.26, 0.79, 1.98], [-10.01, -2.10, 0.52], [-0.58, 0.20, -1.01], [-0.13, -1.68, -0.22], [0.74, 3.20, -0.14], [2.98, 0.53, 1.23], [0.89, -0.27, -0.32], [-1.03, -0.63, 1.17], [6.55, 0.82, -2.44], [-5.41, 0.51, 2.11], [-1.57, -0.53, 0.23]],
  "mulliken_charge": [0.058, 0.564, -0.073, -0.227, 0.329, 0.315, 0.222, 0.367, -0.186, -0.507, -0.520, -0.344]
}

***

{
  "formula": "C4H4N2O2",
  "method": "ωB97M-V/def2-TZVPD",
  "homo_lumo_gap_ev": [6.2, 7.9],
  "max_force_ev_per_a": 6.4,
  "charge": 0,
  "homo_energy_ev": [-5.6, -9.6],
  "multiplicity": 3,
  "relative_energy_kcal_mol": 52.1,
  "elements": ["C", "C", "C", "C", "N", "N", "O", "O", "H", "H", "H", "H"],
  "xyz": [[0.7562, 1.2618, 0.4338], [0.5732, 0.3624, -0.5061], [1.3948, -0.9914, -0.4068], [-2.7613, 1.7140, 0.2223], [1.4621, -3.3278, 0.0123], [1.2648, -2.1615, -0.3177], [-2.7055, 2.7742, -0.2244], [-2.8757, 0.7380, 0.7968], [0.0387, 2.1029, 0.6032], [1.4302, 1.0859, 1.2037], [-0.1327, 0.5278, -1.2551], [1.5552, -4.0863, -0.5619]],
  "forces_ev_per_a": [[-1.91, 1.18, 0.30], [1.48, -3.12, 0.76], [1.22, 6.28, -0.12], [-0.33, 1.53, 0.33], [1.60, -1.34, 4.68], [-3.60, -0.52, -1.98], [0.33, 0.73, -0.97], [-0.02, -2.30, 0.65], [1.00, -0.53, -0.66], [1.28, -0.22, 1.29], [-1.00, -0.11, -1.49], [-0.05, -1.58, -2.79]],
  "mulliken_charge": [-0.618, 0.262, -0.464, 0.677, -0.980, 0.623, -0.364, -0.313, 0.192, 0.313, 0.410, 0.262]
}

***

{
  "formula": "C4H4N2O2S",
  "method": "ωB97M-V/def2-TZVPD",
  "homo_lumo_gap_ev": [8.5, 8.5],
  "max_force_ev_per_a": 3.8,
  "charge": 0,
  "homo_energy_ev": [-8.8, -8.8],
  "multiplicity": 1,
  "relative_energy_kcal_mol": 173.0,
  "elements": ["C", "C", "C", "C", "N", "N", "O", "O", "S", "H", "H", "H", "H"],
  "xyz": [[0.0475, -1.6337, -0.4407], [2.2581, -1.3842, -0.3373], [-0.4437, -0.2820, -0.2011], [0.3273, 0.2283, 1.0279], [3.0220, -2.1813, -0.7090], [-0.0489, -2.8025, -0.3904], [0.3447, -3.9262, -0.4236], [3.7239, -2.9408, -1.3319], [2.1849, 0.0702, 0.5954], [0.0238, 0.4234, -0.9786], [-1.4927, -0.0319, -0.0398], [0.3101, 1.2627, 1.2095], [-0.1454, -0.3667, 1.8636]],
  "forces_ev_per_a": [[-2.26, -0.44, -0.05], [0.10, 1.30, 1.37], [2.20, 3.00, -0.73], [0.48, -2.70, 0.06], [0.68, -0.68, -1.46], [0.79, 1.09, -0.27], [-0.26, -1.26, 0.08], [-0.21, 0.08, 0.59], [-1.08, -0.41, 0.64], [-1.29, -1.21, 0.29], [-0.11, -0.82, -0.45], [-0.58, 1.36, 0.14], [1.54, 0.67, -0.20]],
  "mulliken_charge": [0.058, 0.016, -0.571, -0.669, 0.562, 0.514, -0.624, -0.607, -0.077, 0.285, 0.382, 0.408, 0.323]
}

***

{
  "formula": "C4H4N2O2S",
  "method": "ωB97M-V/def2-TZVPD",
  "homo_lumo_gap_ev": 9.5,
  "max_force_ev_per_a": 4.8,
  "charge": 0,
  "homo_energy_ev": -9.3,
  "multiplicity": 1,
  "relative_energy_kcal_mol": 130.1,
  "smiles": "[O-]/[N+](=N\\O)c1cccs1",
  "elements": ["O", "N", "N", "O", "C", "C", "C", "C", "S", "H", "H", "H", "H"],
  "xyz": [[2.4884, 1.3098, -0.0508], [2.2590, 0.1005, -0.0583], [3.0158, -0.8758, -0.0204], [4.3359, -0.5549, 0.0941], [0.6747, -0.3069, 0.0316], [-0.3670, 0.5947, -0.0513], [-1.5493, -0.0804, -0.0294], [-1.4009, -1.4454, -0.1573], [0.2591, -1.9532, -0.0296], [4.6849, 0.3149, -0.1992], [-0.3324, 1.6252, -0.1164], [-2.4958, 0.2773, -0.0735], [-2.2795, -2.0218, -0.2682]],
  "forces_ev_per_a": [[0.80, 0.24, -0.18], [-4.70, 0.28, 0.65], [0.94, -0.19, -0.08], [1.01, -0.63, 0.11], [3.01, 1.33, -0.76], [2.42, -1.16, 0.67], [0.82, -3.49, -0.87], [0.54, 1.02, 0.75], [-1.29, 0.46, -0.32], [-1.48, 0.00, 0.00], [0.68, 1.86, 0.03], [-2.54, 1.55, -0.07], [-0.21, -1.27, 0.08]],
  "mulliken_charge": [-0.721, 0.949, -0.350, -0.403, 0.437, -0.719, -0.381, -0.416, -0.078, 0.344, 0.467, 0.472, 0.400]
}